Computed, not measured: an isolated ion of composition C3H4NO and charge +1 at a distorted geometry, with ωB97M-V/def2-TZVPD.

Atoms and positions in Å:
C  0.900  -1.026  0.142
C  -0.468  -0.760  0.040
C  -0.151  0.812  0.051
N  1.897  -0.351  -0.010
O  1.342  0.860  0.036
H  -0.992  -1.044  -0.925
H  -1.198  -1.121  0.727
H  -0.544  1.274  -0.858
H  -0.785  1.356  0.797

The calculation puts the energy above the lowest of the compared OMol25 structures with the same formula, charge and spin at 63.9 kcal per mole. As for the HOMO energy (spin up / spin down): -15.89 / -18.88 eV. The LUMO energy (spin up / spin down) is -5.235 / -9.407 eV. The net charge is +1. As for the expectation value of S²: 2.011. As for the orbital gap (spin up / spin down): 10.7 / 9.5 eV. Its spin multiplicity is 3.

=====

Computed, not measured: C47H38AsNO2OsSTe as an isolated structure at a distorted geometry, with ωB97M-V/def2-TZVPD.

Atoms and positions in Å:
Os  0.184  1.063  -0.454
S  1.225  2.948  0.539
C  -0.158  3.878  0.923
C  -0.220  5.281  0.678
C  -1.249  6.112  1.106
C  -2.300  5.539  1.832
C  -2.305  4.141  2.052
C  -1.281  3.289  1.548
As  -1.300  1.302  1.253
C  -3.207  1.119  1.068
C  -3.990  0.902  2.256
C  -5.378  0.763  2.130
C  -6.108  1.002  0.992
C  -5.314  1.280  -0.200
C  -3.906  1.387  -0.139
C  -1.047  0.673  3.088
C  -1.108  -0.719  3.203
C  -0.504  -1.350  4.288
C  0.062  -0.591  5.331
C  -0.041  0.839  5.281
C  -0.502  1.444  4.079
H  0.592  5.676  0.077
H  -1.286  7.181  0.824
H  -3.103  6.034  2.299
H  -3.100  3.709  2.589
H  -3.454  0.720  3.224
H  -5.911  0.332  2.975
H  -7.188  0.813  1.012
H  -5.784  1.349  -1.197
H  -3.395  1.547  -1.086
H  -1.475  -1.317  2.369
H  -0.536  -2.482  4.256
H  0.582  -0.938  6.181
H  0.176  1.433  6.193
H  -0.405  2.564  3.919
C  0.677  -5.035  3.027
C  0.906  -3.834  2.207
C  2.080  -3.032  2.322
C  2.452  -2.025  1.481
C  3.901  -1.614  1.623
O  4.402  -1.520  2.759
C  4.636  -1.315  0.344
C  4.179  -1.601  -0.933
C  4.861  -1.171  -2.026
C  6.061  -0.475  -1.826
C  6.556  -0.205  -0.525
C  5.801  -0.643  0.607
C  1.519  -1.480  0.579
O  1.611  -0.198  0.217
C  0.326  -2.225  0.376
C  0.039  -3.356  1.206
C  -0.436  -1.844  -0.791
N  -0.276  -0.656  -1.446
C  -0.392  -0.669  -2.919
C  -1.251  0.518  -3.293
Te  -0.514  2.421  -2.423
C  1.203  2.750  -3.675
C  1.010  3.176  -5.041
C  2.125  3.592  -5.787
C  3.387  3.338  -5.302
C  3.563  2.740  -4.076
C  2.473  2.306  -3.307
C  -1.478  -2.797  -1.178
C  -2.815  -2.376  -1.401
C  -3.795  -3.239  -1.765
C  -3.478  -4.575  -2.059
C  -2.212  -5.027  -1.791
C  -1.224  -4.184  -1.289
H  -0.318  -4.976  3.461
H  1.335  -5.143  3.867
H  0.721  -6.023  2.475
H  2.773  -3.212  3.164
H  3.395  -2.373  -1.166
H  4.306  -1.238  -2.973
H  6.604  -0.022  -2.602
H  7.526  0.341  -0.449
H  6.158  -0.532  1.595
H  -0.888  -3.874  1.029
H  -0.885  -1.592  -3.247
H  0.634  -0.525  -3.384
H  -2.217  0.515  -2.831
H  -1.275  0.771  -4.363
H  -0.044  3.259  -5.439
H  2.002  4.152  -6.672
H  4.237  3.574  -5.907
H  4.565  2.482  -3.696
H  2.636  1.761  -2.377
H  -3.107  -1.295  -1.385
H  -4.837  -2.917  -1.819
H  -4.310  -5.159  -2.489
H  -1.952  -6.040  -2.097
H  -0.216  -4.602  -1.076

As for the HOMO energy (spin up / spin down): -12.74 / -13.39 eV. The LUMO energy (spin up / spin down) is -6.199 / -8.175 eV. The net charge is +2. As for the expectation value of S²: 6.034. As for the orbital gap (spin up / spin down): 6.5 / 5.2 eV. Its spin multiplicity is 5.

=====

Computed, not measured: one molecule with the formula C2H4OS2 at a distorted geometry, with ωB97M-V/def2-TZVPD.

Atoms and positions in Å:
C  -0.804  0.142  -0.740
C  1.394  -0.047  1.028
O  -2.838  -0.397  -2.021
S  -1.820  0.659  -1.967
S  0.461  1.093  -0.028
H  -1.244  -0.581  -0.173
H  2.350  0.323  1.440
H  1.598  -0.924  0.413
H  0.902  -0.268  2.048

The calculation puts the energy above the lowest of the compared OMol25 structures with the same formula, charge and spin at 42.9 kcal per mole. As for the HOMO energy: -8.31 eV. The LUMO energy is -0.516 eV. As for the orbital gap: 7.8 eV. Its spin multiplicity is 1.

=====

Computed, not measured: one molecule with the formula C4H8N2O2 at a distorted geometry, with ωB97M-V/def2-TZVPD.

Atoms and positions in Å:
C  -2.493  -0.494  -0.028
C  1.156  -0.434  0.008
C  -1.177  0.225  0.019
N  1.898  -1.577  0.115
C  -1.043  1.539  0.090
O  -0.159  -0.707  -0.022
O  3.056  0.774  -0.017
N  1.634  0.749  -0.027
H  3.249  1.720  -0.042
H  2.877  -1.479  -0.097
H  1.448  -2.444  -0.121
H  -2.562  -1.084  -0.940
H  -2.573  -1.176  0.818
H  -3.313  0.215  0.004
H  -1.917  2.163  0.121
H  -0.081  2.009  0.120

The calculation puts the energy above the lowest of the compared OMol25 structures with the same formula, charge and spin at 75.2 kcal per mole. As for the HOMO energy: -8.70 eV. The LUMO energy is 0.885 eV. As for the orbital gap: 9.6 eV. Its spin multiplicity is 1.

=====

Computed, not measured: a 7-piece molecular cluster, C21H43N5O11 overall at a distorted geometry, with ωB97M-V/def2-TZVPD.

Atoms and positions in Å:
C  5.155  3.769  2.760
C  3.815  4.152  2.146
O  2.917  4.712  2.795
N  3.686  3.922  0.829
C  4.634  3.546  -0.145
H  5.011  4.150  3.804
H  6.031  4.210  2.305
H  5.232  2.643  2.742
H  2.778  4.238  0.471
H  5.429  4.264  -0.311
H  4.241  3.276  -1.146
H  5.164  2.655  0.180
C  -0.255  -3.700  -5.937
C  -1.045  -2.963  -4.932
O  -0.533  -1.928  -4.544
N  -2.256  -3.482  -4.538
C  -2.789  -3.108  -3.214
H  -0.756  -4.584  -6.315
H  0.740  -3.937  -5.634
H  -0.064  -3.045  -6.866
H  -2.511  -4.413  -4.748
H  -2.779  -1.980  -3.269
H  -2.121  -3.387  -2.428
H  -3.705  -3.613  -3.003
C  -4.539  1.643  3.656
C  -4.111  1.218  2.378
O  -3.479  0.183  2.231
N  -4.559  1.916  1.320
C  -3.820  1.746  -0.010
H  -3.793  2.341  4.127
H  -4.566  0.733  4.259
H  -5.494  2.204  3.601
H  -4.814  2.902  1.522
H  -3.299  2.638  -0.368
H  -4.471  1.432  -0.784
H  -3.035  0.961  0.028
C  -0.214  -5.997  -0.854
C  1.055  -6.738  -1.110
O  1.282  -7.907  -0.779
N  1.970  -6.144  -1.978
C  2.248  -4.744  -2.100
H  -0.064  -5.107  -0.275
H  -0.840  -6.781  -0.490
H  -0.762  -5.679  -1.756
H  2.784  -6.687  -2.099
H  2.692  -4.300  -1.209
H  1.327  -4.257  -2.318
H  2.882  -4.627  -2.961
C  0.410  2.908  4.922
C  -0.494  3.282  3.761
O  -1.610  2.787  3.742
N  0.068  3.986  2.773
C  -0.626  4.405  1.629
H  1.149  3.668  5.122
H  0.923  1.956  4.613
H  -0.220  2.726  5.789
H  1.029  4.301  2.893
H  -0.868  5.440  1.672
H  -1.543  3.832  1.620
H  -0.092  4.248  0.662
C  -0.375  0.063  2.258
C  -0.611  -1.355  2.824
O  -0.195  -2.213  1.741
C  -0.318  -1.445  0.616
O  0.006  -1.855  -0.521
O  -0.644  -0.195  0.879
H  0.691  0.355  2.272
H  -1.040  0.790  2.607
H  -1.623  -1.614  3.098
H  0.058  -1.515  3.685
C  1.081  0.037  -2.566
C  -0.352  0.654  -2.531
O  -0.195  2.092  -2.566
C  1.059  2.266  -1.911
O  1.453  3.387  -1.613
O  1.733  1.105  -1.830
H  1.492  -0.073  -3.613
H  1.057  -0.937  -2.028
H  -0.859  0.220  -1.631
H  -0.939  0.351  -3.400

The calculation puts the energy above the lowest of the compared OMol25 structures with the same formula, charge and spin at 19.3 kcal per mole. As for the HOMO energy: -9.35 eV. The LUMO energy is 0.512 eV. As for the orbital gap: 9.9 eV. Its spin multiplicity is 1.

=====

Total energy across the listed records, respectively: -246.1524 -5010.9667 -950.1404 -417.1361 -1927.4415 Eh.